Formula: C5H7NO
Source: the Open Molecules 2025 dataset
Level of theory: ωB97M-V with the def2-TZVPD basis set

XYZ file:
```
14
Properties=species:S:1:pos:R:3:forces:R:3
C 2.465 0.041 0.540 -0.108 0.076 -0.088
C 1.179 0.233 0.273 0.254 -0.102 -0.103
C 0.208 -0.714 -0.380 0.091 -0.072 -0.061
C -1.106 0.007 -0.202 0.222 0.223 0.074
N -2.350 -0.573 -0.494 -0.019 0.036 0.065
C -0.799 1.260 0.131 -0.283 -0.120 0.103
O 0.563 1.463 0.353 0.107 0.044 -0.045
H 0.533 -0.633 -1.422 -0.466 -0.379 -0.289
H 2.883 -0.957 0.452 -0.051 0.190 -0.038
H 3.126 0.874 0.740 -0.085 -0.089 0.287
H 0.253 -1.771 -0.104 0.024 0.266 0.235
H -2.472 -1.475 -0.042 0.111 0.120 -0.130
H -3.123 0.023 -0.219 0.119 -0.058 -0.101
H -1.417 2.141 0.238 0.084 -0.136 0.092
```
Forces are in eV/Å.

Results
Net charge: 0
Structure (SMILES): C=C1CC(N)=CO1
Energy relative to the best compared isomer or geometry (same formula, charge and spin): 1.684 eV
Lowest unoccupied orbital energy: 0.93 eV

natural (NBO) population analysis, charges in e, atoms 1 to 5:
1 C -0.5143
2 C 0.3345
3 C -0.5021
4 C 0.1000
5 N -0.8029